{"formula": "C13H41N2O10", "method": "ωB97M-V/def2-TZVPD", "species": ["O", "C", "C", "C", "C", "N", "N", "H", "H", "H", "H", "H", "C", "O", "H", "H", "H", "H", "C", "O", "H", "H", "H", "H", "C", "O", "H", "H", "H", "H", "C", "O", "H", "H", "H", "H", "C", "O", "H", "H", "H", "H", "C", "O", "H", "H", "H", "H", "C", "O", "H", "H", "H", "H", "C", "O", "H", "H", "H", "H", "C", "O", "H", "H", "H", "H"], "xyz": [[2.2464, 0.8138, -2.4747], [0.9196, 0.8039, -2.5031], [0.1115, 1.9317, -2.3313], [-1.2369, 1.7476, -2.4270], [-1.7335, 0.4562, -2.7214], [-0.9683, -0.5872, -2.8736], [0.3423, -0.3704, -2.7445], [2.5946, 0.6223, -1.5710], [0.5753, 2.8828, -2.1146], [-1.9459, 2.5509, -2.2803], [-2.7966, 0.2707, -2.8308], [0.9428, -1.1827, -2.8495], [-1.9766, 1.8306, 1.4207], [-1.1521, 2.7840, 0.7392], [-1.9753, 0.9133, 0.8373], [-1.5833, 1.6158, 2.4151], [-3.0027, 2.1917, 1.5082], [-1.1513, 3.5964, 1.2532], [5.4163, -0.6354, -0.9081], [4.1790, 0.0266, -0.6107], [5.1987, -1.6973, -0.9870], [5.8335, -0.2874, -1.8554], [6.1330, -0.4700, -0.1056], [4.3743, 0.9686, -0.5083], [-6.0078, -1.0987, -3.6353], [-4.6006, -0.8394, -3.6947], [-6.5115, -0.1740, -3.9029], [-6.2932, -1.8764, -4.3445], [-6.3164, -1.3957, -2.6318], [-4.1588, -1.6679, -3.4738], [-1.4917, -4.0741, -2.1720], [-2.7142, -3.3574, -1.9989], [-1.7110, -5.1324, -2.2808], [-0.9735, -3.7395, -3.0747], [-0.8338, -3.9459, -1.3077], [-2.4831, -2.4279, -1.9068], [-5.0538, -4.0299, 0.7949], [-5.0247, -4.8406, -0.3656], [-6.0140, -4.1928, 1.2788], [-4.2626, -4.3028, 1.5034], [-4.9662, -2.9654, 0.5541], [-4.1796, -4.6960, -0.8038], [0.7484, 2.0921, 4.6000], [-0.5336, 2.6626, 4.8300], [0.5920, 1.0394, 4.3756], [1.2546, 2.5585, 3.7489], [1.3900, 2.1673, 5.4808], [-0.4127, 3.5922, 5.0431], [-2.8700, -1.8058, 3.1957], [-2.8975, -1.4194, 1.8226], [-3.1251, -0.9237, 3.7776], [-3.6024, -2.5880, 3.4061], [-1.8788, -2.1518, 3.4979], [-2.6857, -2.1965, 1.2967], [4.6177, 3.8528, -0.8339], [4.6094, 2.8490, 0.1893], [4.5795, 3.3345, -1.7893], [3.7510, 4.5104, -0.7472], [5.5292, 4.4493, -0.7951], [4.6388, 3.3087, 1.0345], [7.0335, 1.4812, 2.8780], [6.1969, 0.8223, 1.9352], [7.7976, 0.7693, 3.1786], [7.5276, 2.3539, 2.4416], [6.4793, 1.7883, 3.7689], [5.5115, 1.4335, 1.6495]], "lumo_ev": -4.56, "charge": 1, "molar_mass_g_mol": 385.5, "max_force_ha_per_bohr": 0.01542, "energy_ev": -37590.3233, "gap_ev": 7.34}